{"formula": "C54H44BrLaN13O2", "method": "ωB97M-V with the def2-TZVPD basis set", "elements": ["La", "C", "C", "N", "C", "C", "N", "C", "C", "C", "C", "C", "N", "C", "C", "N", "C", "C", "N", "C", "C", "C", "N", "C", "C", "H", "H", "H", "H", "H", "H", "H", "H", "H", "H", "H", "H", "C", "C", "C", "C", "C", "N", "C", "C", "C", "C", "C", "C", "C", "N", "C", "C", "C", "N", "C", "C", "N", "C", "C", "C", "N", "H", "H", "H", "H", "H", "H", "H", "H", "H", "H", "H", "H", "H", "H", "H", "H", "H", "H", "O", "C", "C", "C", "C", "C", "C", "C", "O", "N", "N", "C", "C", "Br", "C", "C", "C", "C", "C", "C", "C", "H", "H", "H", "H", "H", "H", "H", "H", "H", "H", "H", "H", "H", "H"], "positions_angstrom": [[0.271, 0.045, -0.021], [0.100, 3.807, -3.623], [-0.670, 2.964, -2.834], [-0.418, 1.666, -2.740], [0.581, 1.197, -3.483], [1.396, 2.055, -4.217], [1.163, 3.359, -4.284], [0.731, -0.287, -3.586], [1.030, -0.822, -4.829], [1.135, -2.197, -4.997], [0.911, -2.973, -3.870], [0.611, -2.378, -2.656], [0.525, -1.047, -2.497], [0.431, -3.238, -1.448], [-0.036, -4.544, -1.531], [-0.097, -5.339, -0.466], [0.316, -4.828, 0.689], [0.724, -3.505, 0.793], [0.767, -2.717, -0.271], [1.470, -2.803, -6.315], [1.151, -4.123, -6.607], [1.490, -4.644, -7.846], [2.115, -3.946, -8.793], [2.419, -2.681, -8.510], [2.119, -2.072, -7.301], [-0.132, 4.861, -3.716], [-1.517, 3.338, -2.267], [2.266, 1.683, -4.750], [1.134, -0.149, -5.669], [1.020, -4.047, -3.911], [-0.389, -4.957, -2.470], [0.297, -5.478, 1.556], [1.001, -3.061, 1.744], [0.617, -4.750, -5.905], [1.243, -5.671, -8.090], [2.930, -2.124, -9.287], [2.423, -1.045, -7.143], [-2.204, 2.287, 6.100], [-1.324, 1.553, 5.118], [0.057, 1.751, 5.073], [0.850, 1.104, 4.148], [0.325, 0.207, 3.205], [1.121, -0.381, 2.215], [2.374, -0.836, 2.628], [2.522, -1.511, 3.856], [3.727, -2.016, 4.294], [4.882, -1.904, 3.518], [6.194, -2.497, 3.963], [4.756, -1.253, 2.307], [3.544, -0.708, 1.873], [3.604, 0.010, 0.623], [4.627, 0.803, 0.248], [4.486, 1.075, -1.091], [3.322, 0.397, -1.456], [2.780, -0.241, -0.419], [-1.050, -0.036, 3.312], [-1.855, 0.642, 4.224], [-1.668, -1.105, 2.581], [-2.437, -2.070, 3.121], [-2.828, -2.911, 2.102], [-2.236, -2.367, 0.962], [-1.532, -1.274, 1.252], [-1.614, 2.948, 6.732], [-2.740, 1.592, 6.749], [-2.949, 2.896, 5.585], [0.515, 2.447, 5.768], [1.917, 1.294, 4.128], [1.640, -1.627, 4.474], [3.773, -2.524, 5.252], [6.360, -2.326, 5.028], [7.030, -2.061, 3.418], [6.218, -3.576, 3.799], [5.623, -1.166, 1.661], [5.378, 1.115, 0.956], [5.128, 1.679, -1.709], [2.876, 0.323, -2.433], [-2.921, 0.435, 4.233], [-2.627, -2.098, 4.181], [-3.450, -3.787, 2.176], [-2.292, -2.725, -0.054], [-0.809, 5.912, 0.402], [0.123, 5.522, 1.338], [0.510, 6.470, 2.276], [1.413, 6.124, 3.267], [1.942, 4.838, 3.319], [1.545, 3.903, 2.376], [0.629, 4.227, 1.386], [0.170, 3.163, 0.415], [0.980, 2.081, 0.289], [-1.188, 2.731, 0.887], [-1.806, 1.848, 0.054], [-3.069, 1.872, -0.090], [-3.791, 0.913, -0.928], [-2.733, -0.431, -1.773], [-5.104, 0.888, -1.145], [-6.080, 1.896, -0.675], [-7.285, 1.463, -0.124], [-8.229, 2.378, 0.315], [-7.994, 3.740, 0.184], [-6.814, 4.182, -0.396], [-5.865, 3.267, -0.827], [-0.744, 5.337, -0.368], [0.096, 7.468, 2.207], [1.714, 6.867, 3.996], [2.659, 4.572, 4.085], [1.948, 2.899, 2.376], [0.017, 3.632, -0.568], [-1.768, 3.481, 1.254], [-3.675, 2.603, 0.441], [-5.511, 0.048, -1.695], [-7.474, 0.400, -0.024], [-9.154, 2.026, 0.753], [-8.737, 4.454, 0.515], [-6.638, 5.242, -0.528], [-4.968, 3.618, -1.324]], "lowdin_charge": [1.906, -0.088, -0.116, 0.102, -0.231, -0.071, 0.113, -0.225, 0.057, -0.106, 0.057, -0.190, 0.048, -0.212, -0.064, 0.111, -0.086, -0.096, 0.057, -0.161, -0.010, -0.121, 0.077, -0.120, -0.010, 0.117, 0.108, 0.126, 0.120, 0.116, 0.121, 0.118, 0.108, 0.109, 0.113, 0.113, 0.109, -0.045, -0.268, -0.023, -0.025, -0.275, -0.120, -0.269, -0.026, -0.034, -0.275, -0.048, 0.011, -0.115, -0.070, -0.044, -0.025, -0.145, -0.054, -0.145, 0.007, -0.077, -0.037, -0.033, -0.199, -0.080, 0.076, 0.082, 0.081, 0.117, 0.122, 0.120, 0.118, 0.080, 0.076, 0.084, 0.120, 0.137, 0.105, 0.087, 0.127, 0.135, 0.105, 0.074, 0.048, -0.267, -0.011, -0.074, -0.077, -0.023, -0.105, -0.447, -0.412, 0.030, -0.089, -0.177, -0.586, 0.838, -0.094, -0.229, -0.035, -0.070, -0.074, -0.070, -0.052, 0.078, 0.121, 0.107, 0.103, 0.100, 0.102, 0.138, 0.132, 0.109, 0.117, 0.109, 0.108, 0.108, 0.112], "energy_ha": -5552.0353, "relative_energy_kcal_mol": 19.5, "charge": 1, "homo_ev": -9.122}